[1]
Formula: C33H101HfN7O16
Source: the Open Molecules 2025 dataset
Level of theory: wB97M-V/def2-TZVPD

Properties
E_LUMO ... 0.112 eV
Orbital gap ... 7.8 eV
Largest force on an atom ... 0.0871 Eh/bohr

```
! RIJCOSX wB97M-V def2-TZVPD def2/J DEFGRID3
* xyz 0 1
Hf -1.72 -0.31 -0.49
C -2.46 0.62 -4.18
O -1.99 0.22 -2.87
H -1.73 0.44 -4.97
H -3.46 0.25 -4.39
H -2.48 1.69 -4.36
C 0.15 -3.48 -1.32
O -0.56 -2.40 -0.75
H 0.81 -3.11 -2.11
H 0.80 -4.00 -0.61
H -0.50 -4.27 -1.68
C -3.02 -0.43 3.00
O -2.92 -0.60 1.61
H -2.51 0.45 3.40
H -4.03 -0.31 3.41
H -2.34 -1.10 3.53
C -2.75 3.65 1.02
C -1.30 3.16 0.91
O -1.15 1.95 0.21
H -3.36 3.43 0.14
H -2.72 4.74 1.09
H -3.29 3.12 1.80
H -1.04 3.13 1.97
H -0.60 3.86 0.46
O -0.07 -0.58 1.34
H 0.00 -1.45 1.72
H 0.54 -0.04 1.85
O -6.11 1.70 -1.77
H -6.74 1.25 -1.19
H -6.65 2.04 -2.48
O 0.52 0.29 -1.38
H 0.91 0.10 -2.24
H 0.98 1.06 -1.06
O -3.94 -3.61 1.47
H -4.45 -3.18 2.16
H -3.51 -4.33 1.91
O -3.82 0.95 -0.65
H -4.42 1.23 -1.35
H -4.34 1.05 0.15
C 7.98 -2.11 0.05
C 6.87 -1.30 0.73
C 5.48 -1.86 0.23
O 4.42 -0.98 0.73
C 3.11 -1.35 0.28
N 7.07 -1.42 2.15
H 9.01 -1.78 0.23
H 7.82 -1.85 -1.00
H 7.84 -3.18 0.20
H 6.98 -0.26 0.42
H 5.38 -2.92 0.43
H 5.49 -1.83 -0.86
H 2.91 -1.46 -0.79
H 2.47 -0.51 0.53
H 2.82 -2.27 0.79
H 6.26 -0.98 2.57
H 7.11 -2.31 2.61
C 4.75 -1.71 -3.81
C 3.86 -1.26 -4.98
C 2.79 -0.21 -4.53
O 1.63 -0.62 -3.82
C 0.87 -1.63 -4.54
N 4.76 -0.59 -5.91
H 5.46 -0.97 -3.45
H 5.40 -2.53 -4.10
H 4.08 -1.98 -2.99
H 3.31 -2.07 -5.45
H 2.44 0.29 -5.43
H 3.29 0.57 -3.95
H 0.03 -1.71 -3.85
H 1.23 -2.65 -4.65
H 0.51 -1.29 -5.51
H 5.06 0.36 -5.72
H 5.59 -1.13 -5.76
C 4.10 2.00 -1.13
C 2.97 2.47 -0.15
C 3.14 3.71 0.68
O 4.25 3.55 1.57
C 4.49 4.61 2.45
N 1.77 2.72 -1.03
H 3.73 1.43 -1.98
H 4.80 1.39 -0.57
H 4.64 2.82 -1.60
H 2.77 1.60 0.48
H 2.24 4.07 1.16
H 3.36 4.61 0.10
H 4.50 5.63 2.07
H 5.47 4.43 2.90
H 3.79 4.63 3.29
H 0.93 3.06 -0.59
H 2.11 3.44 -1.66
C -4.33 6.17 -0.89
C -4.64 5.48 -2.23
C -3.63 4.47 -2.76
O -2.48 5.18 -2.79
C -1.33 4.37 -3.03
N -5.97 5.03 -2.15
H -3.27 6.30 -0.72
H -4.53 5.48 -0.07
H -4.98 7.01 -0.64
H -4.58 6.35 -2.88
H -4.05 4.14 -3.70
H -3.49 3.65 -2.05
H -0.43 4.99 -3.10
H -1.43 3.80 -3.94
H -1.18 3.80 -2.11
H -6.30 4.63 -3.02
H -6.00 4.28 -1.47
C 0.63 0.22 4.91
C 1.80 1.03 4.34
C 3.16 0.28 4.57
O 4.31 1.14 4.47
C 5.08 0.85 3.30
N 1.57 1.35 2.97
H -0.29 0.81 4.85
H 0.69 -0.21 5.91
H 0.46 -0.65 4.27
H 1.82 1.79 5.12
H 3.25 -0.44 3.76
H 3.32 -0.29 5.48
H 5.38 -0.18 3.47
H 5.97 1.49 3.22
H 4.45 0.88 2.41
H 2.42 1.71 2.57
H 0.89 2.10 2.96
C -3.67 -3.73 -2.43
C -4.51 -2.49 -2.07
C -5.94 -2.98 -1.59
O -6.77 -1.89 -1.48
C -8.15 -2.36 -1.29
N -3.86 -1.94 -0.95
H -4.31 -4.51 -2.84
H -3.16 -4.17 -1.58
H -2.92 -3.47 -3.18
H -4.64 -1.75 -2.86
H -5.95 -3.53 -0.65
H -6.37 -3.58 -2.39
H -8.57 -2.87 -2.16
H -8.76 -1.49 -1.03
H -8.20 -2.96 -0.38
H -4.65 -1.35 -0.72
H -4.06 -2.66 -0.27
C 1.28 -3.82 3.70
C -0.15 -4.16 3.26
C -1.13 -4.08 4.38
O -2.50 -4.19 3.95
C -3.37 -3.84 5.05
N -0.46 -3.15 2.36
H 1.70 -4.67 4.23
H 1.35 -3.07 4.49
H 1.87 -3.52 2.84
H -0.15 -5.12 2.75
H -0.92 -3.12 4.86
H -0.82 -4.86 5.08
H -3.01 -4.21 6.01
H -4.39 -4.20 4.90
H -3.42 -2.76 5.09
H -0.14 -3.47 1.46
H -1.44 -2.90 2.28
*
```

Mulliken atomic charge list, values in e, 6 entries: 1.17, -0.90, -0.57, 0.16, 0.28, 0.00

[2]
Formula: C48H144N12O18
Source: the Open Molecules 2025 dataset
Level of theory: wB97M-V/def2-TZVPD

Properties
E_LUMO ... 0.491 eV
Orbital gap ... 8.5 eV
Relative energy (zero: lowest compared OMol25 entry of this formula, charge and spin) ... 65.7 kcal/mol
Largest force on an atom ... 0.0577 Eh/bohr

```
! RIJCOSX wB97M-V def2-TZVPD def2/J DEFGRID3
* xyz 0 1
O -0.18 -1.00 3.98
H -0.96 -1.01 4.53
H -0.51 -0.95 3.08
O 2.54 -3.77 0.43
H 2.70 -4.71 0.58
H 3.01 -3.34 1.14
O 1.51 3.15 -0.75
H 1.29 2.23 -0.65
H 1.67 3.46 0.14
O 1.81 3.93 1.82
H 2.12 3.31 2.47
H 1.87 4.78 2.24
O 3.62 -2.47 2.55
H 4.56 -2.46 2.72
H 3.23 -2.01 3.29
O -0.22 -3.53 0.14
H -0.39 -3.18 -0.74
H 0.73 -3.57 0.20
C 2.46 -5.65 -2.80
C 2.64 -4.24 -3.43
C 1.84 -4.09 -4.77
O 2.22 -2.96 -5.47
C 1.53 -2.78 -6.71
N 2.13 -3.25 -2.48
H 1.41 -5.77 -2.54
H 3.10 -5.74 -1.92
H 2.86 -6.48 -3.38
H 3.69 -4.09 -3.69
H 0.78 -4.09 -4.52
H 2.07 -4.98 -5.34
H 1.53 -3.56 -7.47
H 1.94 -1.90 -7.19
H 0.48 -2.62 -6.46
H 2.27 -2.32 -2.86
H 2.79 -3.28 -1.72
C -3.18 0.67 4.29
C -3.36 -0.37 5.51
C -4.89 -0.57 5.91
O -5.05 -1.46 6.97
C -6.43 -1.59 7.30
N -2.74 -1.58 5.16
H -3.73 1.56 4.61
H -3.75 0.40 3.40
H -2.17 0.92 3.98
H -2.82 -0.07 6.41
H -5.39 -1.06 5.08
H -5.32 0.41 6.13
H -7.09 -2.23 6.72
H -6.83 -0.59 7.49
H -6.48 -2.08 8.27
H -3.12 -2.19 5.87
H -3.23 -1.86 4.32
C -4.62 -4.11 0.57
C -4.06 -2.69 0.94
C -5.01 -1.44 0.62
O -4.31 -0.21 0.89
C -5.11 0.92 0.52
N -3.83 -2.86 2.34
H -4.85 -4.06 -0.49
H -5.57 -4.24 1.08
H -3.97 -4.96 0.78
H -3.10 -2.71 0.42
H -5.88 -1.46 1.27
H -5.33 -1.47 -0.42
H -6.12 0.77 0.13
H -4.51 1.37 -0.26
H -5.13 1.72 1.26
H -3.16 -2.16 2.61
H -3.25 -3.69 2.38
C -3.15 8.57 4.26
C -3.06 7.65 3.05
C -2.97 6.07 3.27
O -1.79 5.80 3.95
C -1.44 4.43 3.81
N -4.29 7.97 2.37
H -4.07 8.45 4.85
H -3.02 9.62 3.99
H -2.40 8.43 5.03
H -2.17 7.92 2.50
H -3.07 5.47 2.37
H -3.72 5.72 3.98
H -1.09 4.14 2.82
H -2.25 3.84 4.24
H -0.57 4.39 4.47
H -4.44 7.28 1.65
H -4.13 8.82 1.84
C -0.74 1.50 1.49
C -0.59 0.19 0.68
C 0.89 -0.38 0.55
O 1.73 0.45 -0.17
C 2.98 -0.11 -0.46
N -1.48 -0.84 1.22
H -1.80 1.71 1.61
H -0.36 2.38 0.97
H -0.32 1.49 2.50
H -0.96 0.25 -0.34
H 0.94 -1.39 0.13
H 1.35 -0.42 1.54
H 3.06 -0.58 -1.44
H 3.40 -0.83 0.24
H 3.67 0.74 -0.50
H -1.35 -1.74 0.79
H -2.45 -0.61 1.04
C 4.27 1.46 -5.27
C 3.73 0.20 -5.85
C 4.78 -0.69 -6.61
O 5.91 -0.87 -5.91
C 6.85 -1.78 -6.41
N 3.11 -0.60 -4.74
H 4.38 2.19 -6.08
H 5.26 1.23 -4.90
H 3.64 1.89 -4.50
H 2.89 0.51 -6.47
H 5.01 -0.34 -7.62
H 4.24 -1.63 -6.71
H 6.95 -1.68 -7.50
H 6.51 -2.80 -6.26
H 7.81 -1.62 -5.92
H 3.92 -0.96 -4.25
H 2.69 -1.37 -5.24
C -2.67 3.80 -0.10
C -3.18 4.56 -1.33
C -3.47 6.00 -1.04
O -4.38 6.10 0.03
C -5.70 5.71 -0.24
N -2.33 4.40 -2.49
H -1.70 4.09 0.29
H -2.82 2.72 -0.12
H -3.41 3.80 0.70
H -4.12 4.09 -1.62
H -3.84 6.54 -1.92
H -2.64 6.65 -0.77
H -5.86 4.64 -0.34
H -6.08 6.17 -1.15
H -6.34 5.99 0.60
H -2.28 3.42 -2.74
H -2.60 4.89 -3.33
C 0.15 -4.26 4.02
C -0.47 -5.39 3.20
C -0.97 -6.51 4.10
O -1.44 -7.54 3.20
C -1.95 -8.69 3.93
N -1.50 -4.82 2.43
H -0.64 -3.72 4.53
H 0.78 -3.62 3.40
H 0.82 -4.64 4.80
H 0.28 -5.91 2.60
H -1.76 -6.27 4.80
H -0.21 -6.97 4.74
H -1.18 -9.20 4.52
H -2.24 -9.52 3.29
H -2.76 -8.54 4.64
H -1.11 -4.34 1.64
H -1.92 -5.64 2.02
C -2.36 -3.71 -2.29
C -1.82 -2.31 -2.76
C -2.71 -1.05 -2.56
O -4.00 -1.38 -3.07
C -5.06 -0.43 -3.00
N -0.49 -2.20 -2.21
H -3.35 -3.99 -2.65
H -2.30 -4.06 -1.26
H -1.77 -4.41 -2.90
H -1.74 -2.37 -3.84
H -2.22 -0.17 -2.98
H -2.73 -0.74 -1.52
H -6.01 -0.97 -2.90
H -4.99 0.12 -3.94
H -4.95 0.37 -2.28
H -0.13 -1.32 -2.55
H 0.19 -2.88 -2.52
C 8.38 1.91 -0.37
C 7.18 2.39 -1.20
C 7.37 2.01 -2.68
O 8.36 2.90 -3.30
C 8.50 2.60 -4.68
N 6.01 1.73 -0.61
H 8.29 2.02 0.71
H 9.23 2.52 -0.67
H 8.62 0.85 -0.46
H 6.95 3.45 -1.12
H 6.46 2.06 -3.27
H 7.73 0.97 -2.68
H 7.52 2.59 -5.16
H 8.80 1.55 -4.81
H 9.16 3.32 -5.16
H 5.86 2.09 0.32
H 5.17 2.04 -1.08
C 0.69 2.39 -4.65
C 0.02 1.10 -4.11
C -0.39 0.09 -5.22
O -1.47 0.53 -6.06
C -2.21 -0.59 -6.62
N 1.01 0.66 -3.16
H 1.59 2.23 -5.23
H 1.09 3.03 -3.86
H -0.02 2.94 -5.27
H -0.87 1.40 -3.55
H -0.60 -0.85 -4.72
H 0.44 -0.26 -5.83
H -2.95 -0.24 -7.33
H -2.64 -1.14 -5.78
H -1.49 -1.21 -7.16
H 1.37 1.37 -2.53
H 1.75 0.18 -3.66
C 4.24 0.24 5.70
C 2.81 0.21 5.22
C 2.57 1.15 4.03
O 2.98 2.51 4.11
C 2.29 3.27 5.17
N 2.47 -1.14 4.83
H 4.49 -0.53 6.43
H 4.66 1.21 5.95
H 4.89 -0.10 4.88
H 2.25 0.62 6.05
H 1.50 1.13 3.79
H 2.98 0.80 3.08
H 2.58 4.33 5.17
H 2.47 2.89 6.18
H 1.22 3.29 4.99
H 1.67 -0.97 4.23
H 1.97 -1.62 5.57
*
```

Mulliken atomic charge list, values in e, 6 entries: 0.57, 0.00, -0.58, -0.47, 0.25, 0.18